(1)
Formula: C4H7N3O
Source: OMol25
Level of theory: the ωB97M-V functional and the def2-TZVPD basis

Properties
SMILES = [H]/N=C\N(O)CCC#N
Energy relative to the best compared isomer or geometry (same formula, charge and spin) = 339.53 kJ/mol
Gap between HOMO and LUMO = 0.3454 hartree
LUMO level = 0.440 eV
Spin multiplicity = 1

```
15
Properties=species:S:1:pos:R:3:forces:R:3
H -0.218 1.957 1.190 1.03 -0.45 0.54
N -0.275 2.157 0.214 -1.12 2.56 -0.19
C -0.970 1.341 -0.423 0.32 -1.62 0.32
N -1.087 -0.008 -0.054 -0.19 1.73 0.19
O -1.569 -0.800 -1.071 -2.02 -0.70 -0.11
C -0.083 -0.571 0.780 1.05 0.08 1.04
C 1.191 -1.110 0.074 -0.24 -0.28 0.00
C 2.014 -0.018 -0.461 0.42 0.31 -0.18
N 2.656 0.846 -0.875 -0.37 -0.62 0.25
H -1.561 1.569 -1.297 0.34 0.11 -0.64
H -2.548 -0.805 -0.872 1.47 -0.42 -0.57
H 0.321 0.287 1.393 -0.88 -1.30 -0.17
H -0.570 -1.342 1.398 0.57 0.22 -0.02
H 0.907 -1.757 -0.745 -0.09 -0.17 -0.33
H 1.792 -1.747 0.751 -0.29 0.54 -0.14
```
Positions in Å, forces in eV/Å.

(2)
Formula: C4H7N3O
Source: OMol25
Level of theory: the ωB97M-V functional and the def2-TZVPD basis

Properties
Energy relative to the best compared isomer or geometry (same formula, charge and spin) = 839.23 kJ/mol
Gap between HOMO and LUMO = 0.3451 hartree
LUMO level = 0.509 eV
Spin multiplicity = 1

```
15
Properties=species:S:1:pos:R:3:forces:R:3
C -1.004 -1.272 -2.594 -0.17 -0.17 0.68
C -0.763 -1.353 -1.177 -1.53 2.57 -2.85
C -0.476 -0.185 0.971 0.08 1.55 2.73
C 1.991 2.245 1.649 0.16 -2.22 0.09
H -1.923 -1.854 -3.158 2.54 1.21 2.14
H -0.440 -0.628 -3.445 -0.90 -1.48 2.69
H -1.610 -1.790 -0.542 1.65 0.22 -1.18
H 0.634 0.510 -0.908 -2.30 -3.83 2.56
H -1.309 -1.841 1.170 -0.60 3.45 3.26
H 3.285 2.278 1.331 -4.50 0.38 1.11
H 1.415 2.726 2.669 2.06 -1.17 -3.06
N 0.124 -0.437 -0.352 -1.67 0.70 -1.32
N -1.275 -0.778 1.890 2.97 -3.12 -7.47
N 1.359 1.309 0.955 0.30 2.92 3.00
O -0.008 1.071 1.542 1.92 -1.00 -2.38
```
Positions in Å, forces in eV/Å.

(3)
Formula: C4H7N3O
Source: OMol25
Level of theory: the ωB97M-V functional and the def2-TZVPD basis

Properties
Energy relative to the best compared isomer or geometry (same formula, charge and spin) = 465.41 kJ/mol
Gap between HOMO and LUMO = 0.3673 hartree
LUMO level = 1.002 eV
Spin multiplicity = 1

```
15
Properties=species:S:1:pos:R:3:forces:R:3
C -1.833 -0.340 1.157 1.47 0.89 -2.27
C -2.490 0.127 -0.839 2.78 0.50 -0.48
C -0.745 0.008 0.372 2.32 0.07 2.58
C 1.344 0.122 0.930 -3.36 4.10 -1.67
N -1.171 0.342 -0.870 -1.67 -0.57 -0.63
N 2.247 -0.123 -1.304 -4.57 1.07 -0.43
N 2.114 0.729 -0.121 -1.46 -1.59 -0.16
O -2.924 -0.236 0.343 -1.05 -0.62 0.52
H -2.040 -0.619 2.141 -0.03 -0.33 1.22
H -3.137 0.089 -1.693 -0.33 0.32 0.04
H 1.317 0.649 1.885 -0.12 0.46 -0.48
H 1.416 -0.851 1.122 0.93 -4.00 0.12
H 2.965 -0.741 -1.184 2.32 -1.74 0.70
H 1.335 -0.721 -1.502 2.17 1.80 0.76
H 1.603 1.563 -0.437 0.60 -0.36 0.17
```
Positions in Å, forces in eV/Å.

(4)
Formula: C4H7N3O
Source: OMol25
Level of theory: the ωB97M-V functional and the def2-TZVPD basis

Properties
Energy relative to the best compared isomer or geometry (same formula, charge and spin) = 520.57 kJ/mol
Gap between HOMO and LUMO = 0.3363 hartree
LUMO level = -0.426 eV
Spin multiplicity = 1

```
15
Properties=species:S:1:pos:R:3:forces:R:3
C 1.136 -0.856 0.394 0.93 -1.75 -2.41
C -0.333 -0.651 -0.049 -1.09 -3.38 -0.76
C -2.368 0.305 0.231 0.94 3.07 -0.03
C -0.869 0.712 0.323 1.43 -1.29 3.35
H 2.762 0.338 0.036 -0.30 -0.34 -1.27
H 1.893 -0.318 -1.500 0.84 1.33 3.63
H 1.656 -1.772 0.134 -1.35 -1.38 -0.13
H 1.549 -0.821 1.399 -1.44 0.87 0.69
H -3.168 1.110 0.348 0.80 -1.74 0.01
H -0.230 0.939 1.484 -2.64 -0.60 -2.82
H 0.361 1.580 -0.863 1.40 -0.42 -0.10
N 1.892 0.057 -0.434 0.11 1.10 -2.87
N -1.267 -1.522 -0.644 3.69 4.47 4.22
N -2.499 -0.817 -0.317 -1.46 -0.97 -1.19
O -0.515 1.716 -0.543 -1.85 1.03 -0.31
```
Positions in Å, forces in eV/Å.

(5)
Formula: C4H7N3O
Source: OMol25
Level of theory: the ωB97M-V functional and the def2-TZVPD basis

Properties
Energy relative to the best compared isomer or geometry (same formula, charge and spin) = 971.76 kJ/mol
Gap between HOMO and LUMO = 0.2810 hartree
LUMO level = 0.004 eV
Spin multiplicity = 1

```
15
Properties=species:S:1:pos:R:3:forces:R:3
C -0.200 -0.127 0.775 3.24 -0.50 3.59
C -1.259 -0.694 0.162 -3.84 -1.21 -0.31
C -0.979 -0.318 -1.116 -4.40 -3.18 -3.71
C 0.179 0.133 -1.394 8.79 7.56 -0.29
H -0.418 -0.745 2.554 2.54 0.86 -0.02
H 1.404 -0.354 2.129 -3.01 0.05 -0.42
H -2.227 -1.374 0.235 2.56 1.60 1.04
H -2.991 -0.301 -1.825 5.12 -1.81 -1.91
H 0.576 1.087 -2.139 -1.55 -3.42 1.76
H 1.967 1.883 1.037 0.69 -3.93 -2.64
H 2.508 0.565 -0.775 -0.74 1.61 5.16
N 0.328 -0.202 2.010 -1.62 -2.08 4.54
N 0.719 0.422 0.024 -0.17 0.64 -4.19
N 2.082 0.738 0.551 -1.19 1.79 -4.45
O -1.689 -0.714 -2.227 -6.43 2.01 1.85
```
Positions in Å, forces in eV/Å.

(6)
Formula: C4H7N3O
Source: OMol25
Level of theory: the ωB97M-V functional and the def2-TZVPD basis

Properties
SMILES = CC(=C=N)NC(N)=O
Energy relative to the best compared isomer or geometry (same formula, charge and spin) = 311.11 kJ/mol
Gap between HOMO and LUMO = 0.2700 hartree
LUMO level = -0.015 eV
Spin multiplicity = 1

```
15
Properties=species:S:1:pos:R:3:forces:R:3
C -2.144 -0.600 0.053 -0.01 0.01 0.01
C -0.717 -0.217 0.126 -0.12 0.24 0.10
C 0.467 -1.006 -0.264 0.42 -0.06 -0.06
N 0.351 -2.274 -0.302 -0.10 0.14 0.03
N -0.240 0.918 0.513 0.17 -0.35 0.00
C 1.325 0.879 0.486 -0.12 0.21 0.27
N 1.791 1.657 -0.580 -0.03 -0.16 0.04
O 1.893 0.793 1.552 -0.25 -0.06 -0.47
H -2.799 0.058 0.624 0.05 -0.02 -0.02
H -2.232 -1.635 0.393 0.03 0.06 -0.02
H -2.459 -0.590 -0.994 0.05 0.00 0.05
H 1.236 -2.715 -0.563 -0.08 0.11 0.03
H -0.759 1.657 0.979 0.05 -0.07 -0.06
H 1.489 1.329 -1.487 0.00 -0.02 0.07
H 2.798 1.746 -0.534 -0.05 -0.03 0.03
```
Positions in Å, forces in eV/Å.

(7)
Formula: C4H7N3O
Source: OMol25
Level of theory: the ωB97M-V functional and the def2-TZVPD basis

Properties
Energy relative to the best compared isomer or geometry (same formula, charge and spin) = 704.42 kJ/mol
Gap between HOMO and LUMO = 0.3274 hartree
LUMO level = -0.288 eV
Spin multiplicity = 1

```
15
Properties=species:S:1:pos:R:3:forces:R:3
C -1.346 1.415 0.430 -7.68 0.61 -2.41
C 1.617 -0.068 -0.319 -1.82 3.80 3.78
C 1.871 -1.454 -0.873 -2.69 -3.60 2.07
C 1.177 -2.638 -0.369 -0.36 2.93 -1.20
H -1.638 3.083 1.546 1.08 1.33 2.42
H -3.082 2.308 1.057 2.96 1.44 -0.86
H -1.728 -0.228 -0.788 0.68 0.39 0.93
H 2.705 0.456 0.319 -3.53 -1.37 -2.20
H 2.728 -1.694 -1.553 -0.83 0.77 0.86
H 0.162 -2.776 0.252 2.63 1.30 -1.10
H 1.448 -3.627 -0.753 0.41 0.55 -0.05
N -2.066 2.692 0.781 -2.53 -5.31 -1.35
N -2.110 0.498 -0.186 1.35 3.34 2.11
N 0.312 0.463 -0.149 7.78 -4.91 -2.34
O -0.051 1.571 0.603 2.54 -1.24 -0.63
```
Positions in Å, forces in eV/Å.

(8)
Formula: C4H7N3O
Source: OMol25
Level of theory: the ωB97M-V functional and the def2-TZVPD basis

Properties
Energy relative to the best compared isomer or geometry (same formula, charge and spin) = 694.48 kJ/mol
Gap between HOMO and LUMO = 0.3652 hartree
LUMO level = 0.729 eV
Spin multiplicity = 1

```
15
Properties=species:S:1:pos:R:3:forces:R:3
C -0.470 2.334 -0.063 0.08 -0.10 1.10
C 0.769 1.293 0.005 -0.58 -0.64 0.03
C 0.059 -1.063 -0.166 3.39 7.60 -0.41
C -0.528 -2.944 0.193 -1.65 -4.23 2.92
H -0.543 3.281 -1.150 0.22 -3.23 3.77
H -0.260 2.803 1.117 -1.39 -0.42 -3.75
H -1.488 1.484 -0.014 2.99 3.22 -0.27
H 1.985 1.702 -0.307 -4.02 -1.23 1.29
H 0.510 0.787 1.188 1.82 1.67 -3.65
H 1.095 -0.157 -1.755 -2.31 1.07 2.54
H -0.748 -4.134 0.273 0.65 3.36 -1.36
N 0.334 0.128 -0.965 3.05 -1.86 0.21
N -0.037 -1.065 1.125 -2.05 -0.08 -1.21
N -0.630 -2.288 1.286 0.48 -1.94 2.00
O -0.046 -2.161 -0.768 -0.66 -3.19 -3.23
```
Positions in Å, forces in eV/Å.

(9)
Formula: C4H7N3O2
Source: OMol25
Level of theory: the ωB97M-V functional and the def2-TZVPD basis

Properties
Energy relative to the best compared isomer or geometry (same formula, charge and spin) = 454.93 kJ/mol
Gap between HOMO and LUMO = 0.2997 hartree
LUMO level = -0.443 eV
Spin multiplicity = 1

```
16
Properties=species:S:1:pos:R:3:forces:R:3
C 1.191 -1.763 0.244 -1.15 -2.22 2.73
C -0.522 0.173 0.353 -2.10 -0.81 -0.67
C 0.456 1.167 0.755 1.33 -1.40 -0.04
C -1.867 0.668 -0.093 -1.07 -0.44 0.93
N 1.775 -1.325 -0.793 1.99 0.05 -1.96
N -0.329 -1.096 0.276 0.60 0.03 0.76
N 1.759 -0.088 -1.314 -0.32 0.12 -0.31
O 1.995 0.012 -2.505 -0.12 -0.67 1.03
O 1.352 -2.677 1.066 -0.44 2.49 -2.05
H 0.088 1.722 1.561 -0.73 0.72 1.51
H 0.573 1.849 -0.036 0.35 0.89 -1.12
H 1.412 0.707 0.988 0.03 0.23 0.12
H -2.523 1.116 0.671 0.53 -0.38 0.31
H -2.418 -0.156 -0.534 -0.17 -0.01 -0.12
H -1.831 1.462 -0.801 0.63 0.53 -0.86
H -1.110 -1.769 0.160 0.64 0.87 -0.25
```
Positions in Å, forces in eV/Å.

(10)
Formula: C4H7N3O2
Source: OMol25
Level of theory: the ωB97M-V functional and the def2-TZVPD basis

Properties
SMILES = [H]/N=C1/NCCN=C(O)O1
Energy relative to the best compared isomer or geometry (same formula, charge and spin) = 221.90 kJ/mol
Gap between HOMO and LUMO = 0.3549 hartree
LUMO level = 0.683 eV
Spin multiplicity = 1

```
16
Properties=species:S:1:pos:R:3:forces:R:3
H -1.161 -2.574 -0.764 -0.66 -0.01 0.12
N -0.202 -2.313 -0.646 1.11 2.61 1.78
C -0.054 -1.295 0.177 0.57 -5.08 -2.07
N 1.232 -0.940 0.553 -2.05 -0.04 0.77
C 1.410 0.471 0.773 -1.59 -0.41 -2.69
C 0.670 1.282 -0.372 1.27 0.61 2.75
N -0.739 1.063 -0.674 0.26 0.35 2.10
C -1.501 0.323 0.049 -0.15 1.41 -3.54
O -2.815 0.347 -0.227 -0.32 -1.83 2.08
O -1.180 -0.752 0.789 0.69 1.01 0.62
H 1.865 -1.452 -0.028 0.45 0.03 -0.23
H 2.444 0.706 0.770 0.89 0.38 0.08
H 0.934 0.792 1.645 -0.40 0.12 1.88
H 0.954 2.281 0.101 -1.22 -0.30 -1.49
H 1.241 1.127 -1.238 0.63 0.11 -1.50
H -3.096 0.936 -0.907 0.52 1.05 -0.67
```
Positions in Å, forces in eV/Å.